Below is a 2-piece molecular cluster, C12H16N2 overall in a non-equilibrium geometry, with properties calculated with ωB97M-V/def2-TZVPD.

Calculated values
HOMO-LUMO gap = 9.4 eV
HOMO level = -8.617 eV
Relative energy (zero: lowest compared OMol25 entry of this formula, charge and spin) = 1.4306 eV
SMILES = CCc1c[nH]cn1.Cc1ccccc1

The geometry in XYZ format:
```
30
Properties=species:S:1:pos:R:3:forces:R:3
N 0.4312 -0.3338 -2.8055 -0.79 1.76 0.51
N 2.2122 0.9243 -2.5625 1.63 0.29 0.55
C -1.8383 -0.3061 2.2416 -0.67 -0.61 -0.14
C -1.0707 0.4973 3.1090 0.13 -1.94 -1.62
C 1.7106 -0.1970 -3.0866 -2.83 -0.28 0.87
C 0.8146 -1.0095 2.6092 -1.40 0.66 -1.26
C 0.6361 -2.8638 0.9146 -3.17 -0.04 -0.63
C 0.0662 0.8348 -2.0171 1.93 -0.37 -1.18
C -1.3709 -1.4643 1.6017 1.75 1.39 0.72
C -1.6692 2.5182 -0.8351 2.14 -0.56 -3.19
C -1.3377 1.1817 -1.6414 -0.43 0.06 0.57
C 1.2192 1.5772 -1.8754 -0.62 -0.61 0.81
C 0.2636 0.1284 3.1742 0.62 0.79 1.59
C 0.0116 -1.7342 1.7181 0.82 -1.15 0.44
H -0.7893 2.8200 -0.2454 -0.81 -0.04 0.28
H 0.3837 -2.6495 -0.1336 0.17 -0.20 0.07
H -2.0399 -2.0901 1.0227 0.17 0.17 -0.18
H 0.0839 -3.7812 1.1679 0.22 0.02 -0.16
H -1.9009 1.2832 -2.5708 -0.11 -0.44 0.01
H -2.8607 -0.1021 1.9659 -0.40 0.42 0.63
H 1.8530 -1.2400 2.7665 0.21 -0.10 -0.15
H 2.1941 -0.9192 -3.6743 1.02 -0.54 -0.53
H -1.4844 1.2469 3.7477 -0.15 0.63 -0.18
H -1.8050 3.2556 -1.6867 -0.01 -0.33 1.46
H 1.5322 2.3261 -1.1622 -0.42 0.34 -0.32
H 3.1661 0.9420 -2.2262 -0.01 0.36 -0.45
H 1.6538 -3.0889 0.9480 1.74 0.21 0.60
H 0.9196 0.7725 3.7571 -0.02 -0.20 0.19
H -2.5878 2.3104 -0.3464 -0.56 0.37 0.85
H -1.7369 0.3354 -1.0773 -0.12 -0.06 -0.15
```
Forces are in eV/Å.

Below is C5H10N2S as an isolated structure in a non-equilibrium geometry, with properties calculated with ωB97M-V/def2-TZVPD.

Calculated values
HOMO-LUMO gap = 9.2 eV
HOMO level = -8.660 eV
Relative energy (zero: lowest compared OMol25 entry of this formula, charge and spin) = 5.7665 eV

The geometry in XYZ format:
```
18
Properties=species:S:1:pos:R:3:forces:R:3
S -1.0200 -1.5564 0.0905 1.54 0.33 0.60
N -1.2013 2.2829 -0.3398 1.78 -0.27 3.03
N -1.4139 0.0501 -0.2928 -3.32 -4.42 -4.10
C 2.4854 0.6403 -0.5262 1.65 0.29 -1.03
C -0.8742 1.1371 0.2222 0.40 3.15 -3.60
C 0.3385 0.7610 1.0122 2.24 5.72 -2.77
C 0.8194 -1.4009 -0.3173 -0.81 -2.61 -0.56
C 1.4388 -0.0233 0.3381 0.05 -5.23 0.29
H 1.9661 -0.5973 1.1803 -0.47 1.57 -0.73
H 0.8419 1.7688 1.2439 -0.94 -1.46 0.62
H 3.7659 -0.1334 -0.1526 -3.76 2.73 -1.68
H -2.1161 2.3711 -0.7589 -0.04 -0.82 -0.32
H -0.0182 0.2282 1.7677 -1.05 -1.94 3.87
H 1.1820 -2.5262 0.0675 -0.31 3.26 -0.64
H 2.5092 1.8020 -0.0980 0.61 -2.99 -1.70
H -1.7274 -0.0118 -1.3367 0.52 1.25 2.86
H 2.1647 0.5375 -1.8533 1.39 0.55 4.39
H 0.8108 -1.5528 -1.4539 0.50 0.89 1.46
```
Forces are in eV/Å.

Below is a 10-piece molecular cluster, C31H82N2O13P overall in a non-equilibrium geometry, with properties calculated with ωB97M-V/def2-TZVPD.

Calculated values
HOMO-LUMO gap = 5.8 eV
HOMO level = -4.291 eV
Total charge = -1

The geometry in XYZ format:
```
129
Properties=species:S:1:pos:R:3:forces:R:3
P 3.1348 -6.1090 -3.7465 0.27 0.02 -0.02
O 4.1845 -3.5820 -1.2037 -0.03 0.08 0.40
O 1.1729 1.1765 -0.2352 -0.18 0.15 0.01
O -9.9643 4.1265 2.1493 0.02 -0.04 0.12
O 0.1574 -1.9336 1.9058 0.00 0.06 0.06
O -2.4159 1.9847 1.6205 0.01 0.06 -0.09
O 7.3757 3.5437 -1.8860 0.14 0.14 -0.02
O 2.8331 -2.7897 -3.5162 -0.15 -0.07 -0.06
O 2.0318 0.6233 4.9079 0.06 -0.04 0.10
O -12.8375 5.2667 1.5091 -0.04 -0.04 0.01
O -5.7550 1.3247 1.1315 0.03 -0.04 -0.10
O -4.9243 5.2435 5.6313 0.00 -0.02 0.02
O 4.9430 -2.6005 -4.3839 0.11 -0.18 0.01
O 6.0453 -3.9550 -2.4493 -0.44 0.47 0.26
N 3.8596 -4.6782 -4.3498 -0.21 0.08 0.38
N 8.2472 -6.4626 -5.1956 -0.04 0.01 0.07
C -7.7855 2.4723 0.3667 0.02 -0.16 -0.06
C -3.2357 0.7284 3.5339 0.09 -0.02 -0.01
C -3.1038 2.0802 2.8587 -0.10 -0.10 0.09
C 2.7791 -1.3772 -3.4605 -0.10 0.18 0.06
C 4.8289 -3.6578 -2.2453 0.45 -0.68 -0.93
C 0.4415 -2.2184 0.5347 0.13 -0.11 -0.14
C 7.2616 -7.2676 -5.9080 0.01 0.03 -0.02
C 3.5158 0.8063 -2.4128 0.14 -0.13 -0.26
C 2.6653 1.3144 7.1675 0.04 0.02 -0.07
C -12.7485 4.6203 0.2413 0.01 0.03 -0.02
C 1.1014 2.3272 0.6031 -0.01 -0.11 0.08
C 3.5429 -0.7174 -2.3247 -0.16 -0.03 0.13
C -4.1295 3.2942 6.8729 0.03 0.09 -0.04
C 5.8376 -5.0517 -5.8821 -0.06 0.03 0.05
C -12.0418 5.4728 -0.7927 0.04 0.05 0.07
C -5.2830 3.9678 6.1532 0.06 0.01 -0.07
C 4.3304 -4.7503 -5.7169 -0.20 -0.01 -0.35
C -9.8414 5.2188 3.0552 -0.04 0.08 -0.02
C 0.9738 1.9211 2.0571 0.02 0.01 0.00
C 8.3761 2.7154 -2.4659 -0.06 -0.05 -0.01
C 6.1377 -6.4168 -6.5292 0.06 -0.06 -0.09
C -9.8330 4.7732 4.5048 0.02 -0.10 -0.04
C 9.5122 3.5112 -3.0815 -0.04 0.07 0.05
C -6.4020 2.5867 0.9693 0.07 0.04 0.03
C 4.5854 1.4513 -1.5223 -0.26 0.04 -0.01
C 2.5854 -6.0571 -0.8855 -0.20 -0.06 -0.01
C 4.0875 -3.4228 -3.6306 0.12 0.12 -0.02
C 4.5630 -6.9895 -2.9682 0.00 -0.04 -0.10
C 2.1343 -5.5862 -2.2732 -0.13 -0.22 0.19
C 1.5643 0.8569 6.2290 -0.02 -0.03 -0.03
C 1.5995 -3.1776 0.3388 -0.32 0.25 0.29
H -5.6697 0.9184 0.2627 -0.06 -0.02 0.01
H -3.7665 3.9297 7.6811 -0.02 -0.01 0.02
H 9.0698 -6.9974 -4.9588 0.05 0.01 -0.03
H -8.2599 3.4504 0.3044 -0.02 0.01 0.01
H 6.9958 4.0907 -2.5805 -0.04 -0.04 0.01
H 0.6577 -1.2906 -0.0024 -0.03 0.01 -0.05
H -3.2986 3.1211 6.1845 -0.01 -0.06 0.00
H -9.7173 5.6263 5.1746 0.00 0.02 -0.01
H -8.4146 1.8320 0.9845 -0.02 0.02 0.01
H -2.9319 1.3976 1.0575 -0.03 0.02 0.01
H -12.5922 6.3996 -0.9729 -0.01 -0.01 -0.02
H -0.4809 -2.6359 0.1297 -0.03 -0.01 0.00
H 1.1422 -6.0007 -2.4784 -0.06 0.11 0.03
H 4.0758 -3.8300 -6.2449 0.02 0.05 0.04
H -3.8036 0.0458 2.8993 -0.05 0.01 0.02
H 5.2710 -6.3009 -2.5062 0.00 0.00 0.08
H 2.5213 -2.7613 0.7507 0.04 -0.04 -0.09
H -11.0415 5.7291 -0.4434 0.01 -0.02 0.00
H -10.8094 3.7030 2.3340 -0.03 0.05 -0.04
H -6.1058 4.1560 6.8422 -0.03 0.00 -0.01
H 1.7836 -3.3699 -0.7193 0.05 0.15 0.17
H 8.7408 2.0939 -1.6493 0.02 -0.03 -0.01
H 7.7129 -7.8628 -6.7149 -0.04 -0.06 0.00
H 7.9323 2.0478 -3.2121 0.00 -0.02 0.02
H 6.3923 -6.2683 -7.5828 -0.08 0.06 -0.03
H 2.0329 -4.5043 -2.2766 0.13 0.00 -0.19
H -4.0928 2.5209 2.6974 0.00 0.03 0.08
H 3.6954 1.1034 -3.4534 -0.05 0.03 0.01
H 1.0755 -0.0399 6.6263 -0.02 0.01 0.00
H 0.9254 2.7921 2.7145 0.00 0.01 0.00
H 0.9430 -1.5245 2.2844 -0.02 0.00 -0.01
H 6.8432 -7.9858 -5.1986 -0.01 0.08 0.08
H -13.3407 6.0793 1.3994 0.01 -0.01 0.01
H 6.2683 -4.2628 -6.5047 0.11 0.02 0.08
H -7.7380 2.0409 -0.6372 0.02 0.03 -0.01
H 2.0249 2.8804 0.4301 0.01 -0.01 -0.03
H 1.3963 -4.1251 0.8415 -0.08 0.23 0.08
H 3.0844 -0.9374 -4.4166 0.12 -0.10 -0.02
H -11.9559 4.9424 -1.7419 -0.01 -0.01 0.00
H 4.2345 2.3823 -1.0727 0.03 0.04 -0.01
H 3.6511 -5.9221 -0.7393 0.07 0.01 0.03
H -4.2082 5.1164 5.0004 -0.01 0.01 0.00
H 4.8698 0.7796 -0.7111 0.00 0.02 0.04
H 5.4801 1.6889 -2.0942 0.11 -0.06 0.07
H 3.0826 -1.0196 -1.3810 0.17 -0.09 0.09
H 2.2692 1.5196 8.1633 -0.02 -0.01 0.00
H -13.7462 4.3342 -0.1085 0.00 -0.02 0.01
H 5.0684 -7.5233 -3.7773 0.06 0.03 0.05
H 2.3167 -7.1019 -0.7054 0.11 -0.06 -0.08
H 0.2612 2.9624 0.3014 0.01 0.03 0.03
H 1.8252 1.3135 2.3596 0.02 0.03 0.01
H 4.5711 -1.0756 -2.3104 0.06 0.02 -0.04
H -3.7533 0.8103 4.4924 -0.02 0.03 -0.01
H 9.9716 4.1589 -2.3337 0.01 -0.01 0.00
H 2.0865 -5.4593 -0.1201 0.16 -0.36 -0.24
H 3.1372 2.2196 6.7846 0.00 0.00 0.01
H 2.6991 -0.0701 4.9415 0.00 0.01 -0.03
H 4.2182 -7.7325 -2.2467 -0.01 -0.01 0.02
H 1.7105 -1.1717 -3.3402 0.00 0.09 -0.03
H 0.3468 0.6968 -0.1112 0.03 -0.06 -0.01
H 5.2225 -7.0148 -6.5297 0.03 -0.08 0.00
H -9.0136 4.0762 4.6847 0.01 0.01 0.01
H -2.5206 2.7614 3.4815 0.06 0.02 -0.06
H 5.8068 -2.8557 -3.9999 0.09 0.05 -0.01
H -5.6594 3.3283 5.3469 -0.02 -0.05 0.04
H -4.4321 2.3326 7.2897 -0.01 -0.01 -0.02
H -2.2496 0.2934 3.7026 0.00 -0.01 0.01
H 6.3048 -4.9744 -4.8999 -0.01 -0.06 0.02
H 10.2767 2.8469 -3.4870 0.00 -0.02 0.00
H 9.1462 4.1405 -3.8968 0.01 -0.01 -0.01
H -8.9007 5.7087 2.8029 0.01 -0.01 -0.01
H -6.4632 3.0046 1.9745 -0.01 0.04 0.00
H -10.7695 4.2695 4.7563 -0.01 0.02 0.01
H 2.5205 1.1557 -2.1434 0.02 0.06 0.00
H 3.7540 -5.5477 -6.1983 -0.01 0.02 0.01
H 8.5213 -5.6415 -5.7167 0.06 -0.01 -0.06
H -5.7740 3.2540 0.3689 0.00 0.02 0.02
H 0.8025 1.6301 6.1283 -0.02 0.00 0.03
H 0.0648 1.3340 2.2015 -0.01 0.04 0.03
H 3.4357 0.5456 7.2630 -0.01 0.00 0.02
H -12.1843 3.7062 0.4218 -0.01 -0.02 -0.03
H -10.6540 5.9296 2.8781 0.03 0.03 0.01
```
Forces are in eV/Å.

Below is a 2-piece molecular cluster, C5H8N4O3 overall in a non-equilibrium geometry, with properties calculated with ωB97M-V/def2-TZVPD.

Calculated values
HOMO-LUMO gap = 9.8 eV
HOMO level = -9.323 eV
Relative energy (zero: lowest compared OMol25 entry of this formula, charge and spin) = 1.6662 eV
SMILES = CN(C=O)C=O.Nc1cnno1

The geometry in XYZ format:
```
20
Properties=species:S:1:pos:R:3:forces:R:3
O 0.6003 1.5036 -1.5760 1.93 -0.56 1.23
O 3.4249 -0.0676 0.7733 -0.45 -0.37 -0.13
O -1.7065 0.5786 -0.8365 -1.02 -0.04 0.48
N -1.3846 1.9101 1.0072 0.41 0.44 -0.50
N 1.4566 -0.2705 -0.4078 0.67 -0.11 0.26
N -2.0523 -0.7969 -1.1208 -1.71 -0.05 0.89
N -2.1764 -1.3810 -0.0157 -0.79 0.48 -0.58
C 2.4833 -0.7329 0.4050 0.40 0.21 0.18
C -1.6479 0.6839 0.4834 -0.10 0.01 -0.27
C -1.9413 -0.5387 1.0304 -0.16 0.11 -0.13
C 0.3730 -1.1645 -0.7900 2.53 -1.23 0.56
C 1.4851 1.0330 -0.8484 -2.13 0.45 -1.59
H 2.3466 -1.7956 0.6936 0.02 0.25 -0.10
H -0.9159 2.5648 0.3711 -0.34 -0.50 0.38
H -0.2553 -0.6289 -1.4166 -0.19 0.54 -0.95
H -0.1330 -1.5344 0.0913 0.35 0.09 -0.12
H -1.0387 1.9313 1.9516 -0.05 -0.03 0.01
H 0.7453 -2.0278 -1.3450 0.20 0.05 -0.03
H 2.3345 1.5934 -0.4997 0.47 0.29 0.23
H -1.9977 -0.8598 2.0496 -0.02 -0.01 0.16
```
Forces are in eV/Å.

Below is C39H65O6PSeTa as an isolated structure, with properties calculated with ωB97M-V/def2-TZVPD.

Calculated values
HOMO-LUMO gap = 6.7 eV
HOMO level = -16.121 eV
Total charge = +3
Relative energy (zero: lowest compared OMol25 entry of this formula, charge and spin) = 0.0000 eV

The geometry in XYZ format:
```
113
Properties=species:S:1:pos:R:3:forces:R:3
Ta -1.9109 0.7320 -0.2795 -0.37 0.21 -0.07
Se -0.3830 -1.2298 -1.5410 -0.06 -0.06 -0.10
P -3.4353 -0.7057 -2.3071 -0.03 -0.02 -0.02
O -1.3675 -0.4741 1.0159 0.05 -0.11 0.13
O -0.3251 1.5133 -0.8638 0.13 0.15 -0.04
O -4.5558 0.8181 -0.0164 0.06 0.07 0.07
O -1.7515 2.9132 0.7376 -0.12 -0.12 -0.10
O -2.9926 1.1280 1.9899 -0.07 -0.10 -0.03
O -3.0687 2.4544 -1.4278 -0.02 0.05 0.05
C 0.9275 -2.9738 2.4815 0.02 -0.02 -0.01
C 0.0107 -1.9227 2.5072 -0.04 0.07 0.06
C 2.4418 -4.7249 1.4592 0.05 0.00 0.00
C 3.3946 0.1858 -2.3784 -0.02 0.00 0.00
C -1.9101 -1.6325 4.0746 0.00 0.04 -0.04
C -0.2002 0.1952 3.8125 -0.01 -0.06 -0.06
C 3.6778 -4.2092 2.2142 -0.02 -0.01 0.00
C 3.3603 3.4116 0.3403 -0.02 -0.01 0.00
C 5.7465 -0.2929 -1.7649 0.01 0.01 -0.03
C 2.2642 -0.6206 -2.3216 -0.06 -0.08 -0.07
C -2.7835 -2.1586 -3.2080 0.00 0.06 0.10
C 0.1076 -2.0459 0.1008 0.00 0.07 0.02
C -2.2759 3.6760 -1.4322 0.08 -0.03 0.04
C -5.2748 1.5961 -0.9785 0.01 0.08 0.00
C 5.2084 0.6444 -4.0340 0.00 0.00 0.01
C -3.7088 0.4001 -3.7327 0.00 -0.08 0.01
C 4.6357 -1.7160 -3.4864 0.00 0.01 0.02
C -5.0050 -1.4720 -1.7622 0.05 -0.04 -0.01
C -1.7634 3.0813 2.1701 0.01 -0.05 0.10
C -0.4288 -1.3227 3.8458 0.02 0.07 0.07
C -4.4655 2.8270 -1.2482 0.01 -0.05 0.00
C 3.2604 1.4678 -1.8677 0.01 0.01 -0.03
C 1.8000 -5.8798 2.2412 -0.01 0.00 0.01
C 2.8845 -5.2419 0.0905 -0.01 0.01 0.01
C -5.2147 0.7600 1.2665 0.04 0.09 0.02
C 1.4388 -3.5851 1.3359 -0.04 0.02 0.03
C -3.0084 2.3915 2.6635 0.01 0.05 -0.14
C 4.7328 -0.2995 -2.9199 0.04 0.00 0.00
C 0.9776 1.2030 -1.3106 0.22 -0.10 -0.08
C -2.1032 4.1019 0.0056 -0.07 0.03 0.01
C -0.4176 -1.4753 1.2496 0.17 -0.23 -0.02
C 0.3596 -1.8844 5.0337 -0.02 0.01 -0.05
C 1.0398 4.0656 -0.1922 0.02 -0.05 -0.07
C 2.3034 3.4602 -0.7760 -0.01 0.06 0.03
C 2.1017 2.0410 -1.3244 -0.05 -0.03 0.11
C 2.7760 4.3880 -1.9069 -0.02 -0.01 0.01
C 1.0084 -3.0912 0.1116 -0.04 -0.01 -0.08
C -4.1447 0.3097 2.2149 -0.01 -0.05 -0.07
C 1.1097 -0.1019 -1.7804 -0.04 0.09 0.05
H -1.7501 4.1412 2.4174 0.00 0.00 0.03
H -0.5419 0.6473 4.7454 0.00 -0.01 0.01
H 5.8778 0.7068 -1.3484 0.01 0.00 0.01
H -2.2338 -1.2305 5.0358 -0.01 0.01 0.01
H -5.4887 -1.8999 -2.6415 0.00 0.01 -0.01
H -3.8484 -0.7110 1.9760 0.01 0.00 0.04
H 2.9193 5.3945 -1.5123 0.00 0.01 0.00
H -1.3152 4.8439 0.1137 0.01 0.01 -0.05
H -2.5147 -1.1832 3.2909 0.00 -0.07 0.03
H -2.9993 2.2266 3.7415 0.05 0.06 0.03
H -2.7884 4.4319 -2.0252 0.04 0.04 0.01
H 2.0475 -5.6441 -0.4843 0.00 0.00 -0.01
H 0.3077 4.1879 -0.9875 -0.06 0.03 0.00
H 3.4315 -3.8781 3.2237 0.01 0.00 0.00
H 4.1440 -3.3768 1.6832 0.01 0.00 0.00
H -2.5401 -2.9795 -2.5352 0.02 -0.01 0.00
H -4.7933 3.3534 -2.1453 -0.04 -0.02 0.00
H -0.7527 0.6402 2.9872 0.03 0.01 0.06
H 1.5105 -5.5827 3.2500 0.00 0.01 0.00
H -6.2507 1.8823 -0.5850 -0.01 0.00 -0.03
H 0.6276 3.4490 0.6063 -0.01 0.00 0.01
H 5.3760 1.6597 -3.6726 -0.02 0.01 0.01
H 2.2826 -1.6390 -2.6846 0.01 -0.01 0.01
H 3.3825 -4.4660 -0.4964 0.00 0.00 -0.01
H -4.4534 0.3532 3.2592 -0.03 -0.01 0.00
H 1.4316 -1.7071 4.9378 0.00 -0.02 -0.01
H -2.7405 0.5378 -4.2185 -0.01 0.02 -0.01
H 5.4312 -0.9611 -0.9611 0.00 0.00 0.01
H -4.3740 -0.0943 -4.4433 -0.01 -0.01 0.02
H 4.1402 2.0943 -1.8830 0.00 0.01 -0.01
H 0.9156 -6.2598 1.7274 -0.01 -0.01 0.00
H -3.5925 -2.4805 -3.8670 0.01 0.00 0.01
H 1.3653 -3.5104 -0.8191 0.03 0.01 0.00
H -2.0910 -2.7075 4.0820 0.00 -0.01 0.00
H 0.0238 -1.3802 5.9398 0.00 0.00 0.01
H 1.2744 -3.3494 3.4311 0.00 0.01 0.02
H 3.4953 4.4122 0.7524 0.01 0.00 0.00
H -4.7343 -2.2947 -1.0973 -0.03 -0.01 0.00
H 6.7182 -0.6303 -2.1259 0.00 0.00 0.00
H -1.9183 -1.9177 -3.8190 0.02 0.02 0.01
H 2.0375 4.4383 -2.7098 0.00 0.00 0.00
H -1.3338 3.4221 -1.9023 0.04 0.02 -0.03
H -5.5888 1.7535 1.5236 -0.04 -0.01 -0.03
H 4.3314 3.0736 -0.0171 0.00 -0.01 0.00
H 5.6046 -2.0103 -3.8873 0.00 0.00 0.00
H 3.6009 -6.0508 0.2268 0.00 -0.01 0.00
H 6.1563 0.2851 -4.4342 0.00 0.00 0.00
H -5.7084 -0.8301 -1.2490 0.05 -0.05 0.00
H 0.8600 0.4260 3.6951 0.01 0.01 0.00
H 0.1853 -2.9507 5.1780 0.01 -0.01 0.01
H 4.4891 0.6832 -4.8535 0.00 0.00 -0.01
H 1.2639 5.0542 0.2104 0.01 0.00 0.00
H -4.5432 3.4971 -0.3927 0.05 0.05 -0.03
H 4.3721 -2.4466 -2.7174 -0.02 0.00 0.00
H -5.4505 1.0046 -1.8695 0.04 0.02 -0.04
H 3.0470 2.7477 1.1488 0.01 0.00 0.01
H -3.0222 4.5178 0.4229 0.01 -0.01 0.02
H 2.5142 -6.6976 2.3350 0.00 -0.01 0.00
H -4.1041 1.3770 -3.4858 -0.02 0.03 0.01
H 3.9128 -1.7795 -4.3026 0.00 -0.01 -0.01
H -6.0522 0.0624 1.2219 0.00 -0.02 0.04
H 4.4127 -5.0093 2.3021 0.00 0.00 0.00
H -0.8601 2.6140 2.5588 -0.02 0.03 -0.02
H 3.7216 4.0718 -2.3421 0.01 0.00 0.00
H -3.9003 2.9637 2.3898 -0.03 -0.03 0.04
```
Forces are in eV/Å.

HOMO level of number 2 (C5H10N2S)? -8.660 eV